Record 1
C40H46GeN4O2ReSSe | the ωB97M-V functional and the def2-TZVPD basis

XYZ file:
```
96
C40H46GeN4O2ReSSe the ωB97M-V functional and the def2-TZVPD basis
Re -1.728 0.600 0.397
C -2.152 -0.400 -3.542
C -0.976 0.522 -3.398
C 0.026 0.536 -4.364
C 1.050 1.465 -4.312
C 1.095 2.405 -3.293
C 0.138 2.403 -2.289
C 0.155 3.441 -1.199
C -0.878 1.444 -2.356
N -1.887 1.471 -1.318
C -3.050 2.258 -1.606
O -3.368 2.608 -2.700
C -3.763 2.628 -0.340
C -4.690 3.638 -0.179
C -4.998 4.037 1.119
C -4.317 3.486 2.200
C -3.414 2.469 1.950
N -3.228 2.015 0.712
C -2.433 1.893 2.934
O -2.357 2.237 4.074
N -1.584 0.937 2.304
C -0.790 0.069 3.136
C -1.373 -0.578 4.230
C -2.830 -0.463 4.580
C -0.546 -1.384 5.011
C 0.790 -1.574 4.706
C 1.323 -0.996 3.563
C 0.535 -0.182 2.767
C 1.054 0.299 1.448
H -2.898 0.048 -4.201
H -2.638 -0.587 -2.584
H -1.853 -1.353 -3.977
H -0.023 -0.171 -5.183
H 1.810 1.471 -5.083
H 1.880 3.149 -3.275
H 0.985 4.130 -1.340
H 0.270 2.999 -0.202
H -0.768 4.026 -1.192
H -5.117 4.121 -1.047
H -5.721 4.825 1.283
H -4.450 3.849 3.210
H -3.453 -0.300 3.697
H -3.010 0.365 5.267
H -3.168 -1.380 5.059
H -0.974 -1.878 5.875
H 1.406 -2.199 5.339
H 2.350 -1.187 3.274
H 2.100 0.026 1.336
H 0.970 1.382 1.329
H 0.286 -1.351 0.504
N 0.244 -0.344 0.353
S 3.101 -0.066 -1.428
C 4.102 1.388 -1.599
C 3.902 2.486 -0.768
C 4.650 3.637 -0.956
C 5.587 3.695 -1.980
C 5.784 2.600 -2.808
C 5.044 1.440 -2.619
C 3.876 -0.985 -0.114
C 3.429 -2.292 0.072
C 3.935 -3.061 1.110
C 4.891 -2.535 1.968
C 5.344 -1.237 1.772
C 4.841 -0.459 0.736
H 0.743 -0.199 -0.534
H 3.166 2.431 0.026
H 4.504 4.489 -0.304
H 6.168 4.596 -2.129
H 6.517 2.645 -3.603
H 5.192 0.580 -3.258
H 2.716 -2.721 -0.624
H 3.600 -4.084 1.234
H 5.297 -3.138 2.768
H 6.104 -0.825 2.422
H 5.214 0.546 0.589
C -0.008 -2.790 -2.036
Ge -1.129 -3.751 -0.755
C -1.497 -5.554 -1.368
C -0.483 -3.770 1.099
C -2.896 -2.802 -0.776
Se -3.141 -1.389 0.531
C -4.926 -0.800 0.033
H 1.041 -3.070 -1.941
H -0.089 -1.705 -1.963
H -0.324 -3.065 -3.044
H -0.567 -6.113 -1.469
H -1.987 -5.535 -2.342
H -2.138 -6.082 -0.663
H 0.590 -3.967 1.127
H -0.979 -4.585 1.629
H -0.676 -2.866 1.682
H -3.682 -3.510 -0.504
H -3.119 -2.395 -1.758
H -5.596 -1.648 0.150
H -4.922 -0.455 -0.999
H -5.211 -0.002 0.714
```

The value obtained for the HOMO-LUMO gap (alpha / beta) is 5.55 / 5.62 eV. As for the strongest force on any atom: 0.010 hartree/bohr. As for the molar mass: 984.68 g mol⁻¹. As for the total charge: +2. Its expectation value of S² is 0.756. For the LUMO energy (alpha / beta), the calculation gives -7.203 / -7.139 eV. The spin multiplicity is 2. The electronic energy comes out at -6875.72161 Eh.

Record 2
C40H47CaN4O4STe | the ωB97M-V functional and the def2-TZVPD basis

XYZ file:
```
98
C40H47CaN4O4STe the ωB97M-V functional and the def2-TZVPD basis
Ca 0.198 1.755 0.849
C 5.119 -2.123 -4.376
C 4.639 -1.217 -3.276
C 3.656 -0.265 -3.520
C 3.182 0.557 -2.509
C 3.708 0.433 -1.235
C 4.705 -0.497 -0.969
C 5.160 -1.316 -1.989
S 3.065 1.340 0.139
O 4.188 1.775 0.943
O 2.181 0.370 0.825
N 2.144 2.430 -0.497
C 2.089 3.805 -0.193
C 3.003 4.491 0.620
C 2.746 5.820 0.890
C 1.616 6.433 0.363
C 0.790 5.669 -0.438
N 1.019 4.390 -0.727
H 4.294 -2.707 -4.788
H 5.872 -2.819 -4.010
H 5.557 -1.552 -5.197
H 3.237 -0.173 -4.515
H 2.403 1.283 -2.697
H 5.117 -0.577 0.029
H 5.929 -2.052 -1.781
H 3.864 3.982 1.025
H 3.427 6.375 1.526
H 1.368 7.462 0.581
H -0.113 6.092 -0.863
N 1.190 2.434 3.232
C 0.075 3.105 3.931
C -0.723 3.992 2.954
O -1.325 4.968 3.381
O -0.656 3.582 1.745
H 1.692 1.820 3.864
H 1.850 3.138 2.913
H 0.389 3.710 4.785
H -0.603 2.328 4.297
C -3.728 -3.707 2.340
C -2.761 -2.551 2.413
C -1.861 -2.466 3.469
C -0.984 -1.380 3.514
C -0.002 -1.233 4.648
C -1.027 -0.423 2.522
C -1.929 -0.455 1.409
C -2.794 -1.585 1.417
N -1.783 0.502 0.472
C -2.732 0.923 -0.541
C -3.783 -0.086 -1.042
C -4.655 0.522 -2.149
C -3.784 0.941 -3.334
C -2.758 1.975 -2.864
C -3.482 3.202 -2.301
C -4.371 2.781 -1.127
C -5.393 1.748 -1.607
C -3.497 2.164 -0.031
C -1.896 1.355 -1.764
H -3.358 -4.569 2.897
H -3.899 -4.017 1.307
H -4.699 -3.433 2.761
H -1.836 -3.230 4.238
H 0.266 -2.203 5.069
H -0.421 -0.629 5.457
H 0.916 -0.746 4.312
H -0.308 0.388 2.652
H -3.484 -1.748 0.603
H -4.427 -0.386 -0.213
H -3.281 -0.984 -1.421
H -5.381 -0.230 -2.477
H -4.410 1.363 -4.128
H -3.271 0.068 -3.752
H -2.122 2.272 -3.704
H -4.081 3.679 -3.085
H -2.745 3.936 -1.958
H -4.890 3.659 -0.728
H -6.034 2.174 -2.388
H -6.043 1.455 -0.775
H -4.109 1.859 0.825
H -2.782 2.901 0.346
H -1.145 2.097 -1.460
H -1.351 0.481 -2.138
C 2.114 -3.008 0.634
Te 0.684 -2.093 -0.644
C -0.088 -4.071 -0.798
C 1.086 -4.976 -0.513
C 1.118 -6.301 -0.932
C 2.214 -7.105 -0.656
C 3.289 -6.587 0.052
C 3.261 -5.266 0.478
C 2.170 -4.451 0.199
H 1.769 -2.910 1.664
H 3.076 -2.508 0.541
H -0.521 -4.259 -1.778
H -0.868 -4.191 -0.043
H 0.277 -6.702 -1.488
H 2.231 -8.133 -0.998
H 4.151 -7.206 0.264
H 4.102 -4.857 1.026
```

The value obtained for the HOMO-LUMO gap is 5.90 eV. As for the strongest force on any atom: 0.017 hartree/bohr. As for the molar mass: 847.58 g mol⁻¹. As for the total charge: -1. Its relative energy (zero: lowest compared OMol25 entry of this formula, charge and spin) is 28.1 kcal per mole. For the LUMO energy, the calculation gives 2.162 eV. The electronic energy comes out at -3416.48874 Eh.

Record 3
C40H47FN3PPd | the ωB97M-V functional and the def2-TZVPD basis

XYZ file:
```
93
C40H47FN3PPd the ωB97M-V functional and the def2-TZVPD basis
Pd -2.764 1.250 0.369
C 4.427 1.837 0.912
C 4.527 1.189 -0.484
C 3.218 0.499 -0.937
C 5.710 0.236 -0.746
C 6.665 0.626 -1.661
C 7.780 -0.228 -1.944
C 7.716 -1.548 -1.506
C 6.780 -1.954 -0.593
C 6.766 -3.473 -0.121
C 5.358 -4.144 -0.091
C 7.479 -3.554 1.261
C 5.878 -1.026 -0.135
N 5.042 -1.371 0.973
C 5.460 -0.798 2.097
C 6.611 0.012 2.341
C 6.911 0.587 3.578
C 6.093 0.376 4.702
C 5.101 -0.603 4.562
C 4.812 -1.158 3.342
F 3.821 -2.059 3.222
H 3.748 2.694 0.732
H 5.377 2.250 1.257
H 4.104 1.269 1.720
H 4.671 2.044 -1.111
H 3.009 -0.412 -0.388
H 3.337 0.093 -1.922
H 2.339 1.120 -0.907
H 6.658 1.712 -2.002
H 8.532 0.146 -2.605
H 8.303 -2.370 -1.871
H 7.464 -4.006 -0.781
H 4.616 -3.443 0.269
H 5.501 -5.014 0.555
H 5.105 -4.422 -1.018
H 6.903 -3.227 2.049
H 8.388 -2.964 1.252
H 7.629 -4.631 1.498
H 7.209 0.338 1.544
H 7.747 1.217 3.648
H 6.276 0.847 5.683
H 4.637 -0.899 5.363
C -5.492 -0.021 -4.385
C -6.018 -0.942 -3.464
C -6.083 -0.599 -2.116
C -5.742 0.689 -1.673
C -5.096 1.508 -2.564
C -5.040 1.200 -3.916
P -6.165 1.155 0.097
C -7.956 1.684 -0.262
C -8.716 1.834 0.893
C -9.917 2.464 0.954
C -10.397 3.045 -0.183
C -9.727 3.020 -1.396
C -8.499 2.303 -1.377
C -5.466 2.862 0.288
C -6.239 3.995 0.306
C -5.645 5.238 0.517
C -4.269 5.291 0.714
C -3.447 4.121 0.699
C -4.012 2.845 0.511
H -5.503 -0.161 -5.492
H -6.323 -1.983 -3.776
H -6.347 -1.296 -1.336
H -4.909 2.491 -2.196
H -4.462 1.883 -4.622
H -8.227 1.524 1.835
H -10.468 2.547 1.913
H -11.339 3.575 -0.166
H -10.079 3.585 -2.280
H -7.891 2.256 -2.258
H -7.334 3.950 0.168
H -6.238 6.156 0.439
H -3.812 6.242 0.987
H -2.403 4.344 0.791
C 0.518 -2.423 -0.282
C -0.958 -2.647 -0.066
C -1.447 -3.884 -0.873
C -1.186 -2.840 1.452
N -1.825 -1.515 -0.539
N -1.329 -0.224 -0.195
H 1.047 -3.354 -0.191
H 0.973 -1.777 0.389
H 0.720 -2.019 -1.300
H -0.772 -4.680 -0.820
H -1.326 -3.516 -1.935
H -2.400 -4.201 -0.565
H -0.454 -3.691 1.754
H -2.170 -3.194 1.784
H -0.931 -1.978 2.046
H -2.717 -1.658 -0.095
H -0.693 0.038 -0.942
H -0.738 -0.279 0.625
```

The value obtained for the HOMO-LUMO gap is 4.98 eV. As for the strongest force on any atom: 0.107 hartree/bohr. As for the molar mass: 726.23 g mol⁻¹. As for the total charge: -2. Its relative energy (zero: lowest compared OMol25 entry of this formula, charge and spin) is 1.5 kcal per mole. For the LUMO energy, the calculation gives 4.160 eV. The electronic energy comes out at -2285.64507 Eh.

Record 4
C40H48BF2MgN4O4 | the ωB97M-V functional and the def2-TZVPD basis

XYZ file:
```
100
C40H48BF2MgN4O4 the ωB97M-V functional and the def2-TZVPD basis
Mg -0.142 0.075 0.406
C 6.040 -3.494 1.594
C 4.734 -4.294 1.738
C 4.403 -4.444 3.229
C 4.966 -5.691 1.160
C 3.611 -3.538 1.021
C 3.218 -2.296 1.521
C 2.224 -1.552 0.878
N 1.593 -0.422 1.296
C 2.014 0.555 2.179
C 3.294 0.778 2.660
C 3.585 1.906 3.451
C 2.556 2.784 3.722
C 1.230 2.622 3.244
C 0.941 1.500 2.463
O -0.233 1.216 1.931
C 0.213 3.718 3.612
C 0.011 3.731 5.137
C 0.741 5.094 3.163
C -1.165 3.542 2.963
C 5.013 2.110 3.961
C 5.470 0.867 4.742
C 5.134 3.323 4.885
C 5.968 2.320 2.775
C 1.702 -2.066 -0.346
O 0.765 -1.225 -0.982
C 1.997 -3.329 -0.819
C 2.983 -4.046 -0.112
C 1.207 -4.004 -1.964
C 1.245 -3.220 -3.285
C -0.257 -4.142 -1.509
C 1.740 -5.407 -2.263
H 6.867 -4.006 2.100
H 6.298 -3.375 0.538
H 5.936 -2.496 2.028
H 5.198 -4.998 3.737
H 4.302 -3.475 3.722
H 3.464 -4.988 3.361
H 5.770 -6.184 1.714
H 4.068 -6.312 1.240
H 5.262 -5.648 0.108
H 3.617 -1.925 2.455
H 4.087 0.092 2.380
H 2.764 3.649 4.341
H 0.948 3.919 5.667
H -0.707 4.511 5.422
H -0.378 2.766 5.471
H 1.685 5.357 3.647
H 0.904 5.098 2.081
H 0.010 5.875 3.402
H -1.641 2.611 3.269
H -1.799 4.385 3.266
H -1.103 3.525 1.874
H 4.771 0.653 5.555
H 5.514 -0.015 4.098
H 6.466 1.024 5.170
H 4.471 3.230 5.750
H 6.162 3.404 5.251
H 4.888 4.252 4.363
H 5.925 1.473 2.083
H 5.695 3.226 2.225
H 7.004 2.424 3.120
H 3.255 -5.029 -0.463
H 0.726 -2.269 -3.219
H 2.274 -3.024 -3.595
H 0.754 -3.813 -4.066
H -0.705 -3.158 -1.360
H -0.844 -4.676 -2.266
H -0.313 -4.699 -0.569
H 2.796 -5.383 -2.547
H 1.625 -6.082 -1.409
H 1.176 -5.827 -3.100
O -3.419 1.798 -1.287
C -2.539 1.107 -0.812
N -1.186 1.269 -0.819
C -0.564 2.332 -1.400
O -1.006 3.265 -2.034
C 0.935 2.361 -1.052
C 1.450 3.572 -0.627
C 2.758 3.656 -0.192
C 3.541 2.515 -0.215
C 2.993 1.342 -0.671
N 1.710 1.248 -1.072
C -2.955 -0.177 -0.072
C -4.291 -0.537 -0.036
C -4.646 -1.716 0.595
C -3.658 -2.504 1.172
C -2.349 -2.071 1.104
N -2.001 -0.930 0.502
H 0.785 4.424 -0.632
H 3.159 4.594 0.172
H 4.565 2.518 0.135
H 3.562 0.425 -0.708
H -5.009 0.118 -0.510
H -5.684 -2.024 0.636
H -3.895 -3.437 1.667
H -1.542 -2.643 1.549
F 0.386 0.174 -2.830
B 1.317 -0.180 -1.875
F 2.523 -0.557 -2.454
```

The value obtained for the HOMO-LUMO gap is 5.64 eV. As for the strongest force on any atom: 0.020 hartree/bohr. As for the molar mass: 721.96 g mol⁻¹. As for the total charge: -1. For the LUMO energy, the calculation gives 2.185 eV. The electronic energy comes out at -2498.17295 Eh.